116
Properties=species:S:1:pos:R:3:lowdin_charge:R:1 method="wB97M-V/def2-TZVPD" charge=+3 lumo_ev=-9.319 homo_lumo_gap_ev=5.26 e_tot_ha=-3757.53166 e_above_lowest_kj_mol=17.6
H 1.15 -2.97 5.89 0.088
C 0.35 -2.04 4.15 -0.217
C -3.35 -0.07 -4.16 -0.028
H 4.46 -1.12 6.15 0.135
N 3.26 1.78 0.07 0.062
C -0.72 2.19 3.96 -0.226
Si -0.41 2.46 2.14 0.688
H 2.26 5.10 2.41 0.103
H -3.25 1.84 2.78 0.092
N 1.17 -1.32 -0.19 -0.081
C 1.60 -2.03 -3.71 -0.015
H -1.46 5.16 1.85 0.093
C -3.02 -2.15 2.49 0.042
C -2.70 -1.46 1.34 0.010
H -0.26 4.43 -0.24 0.084
C -1.80 2.85 4.58 -0.099
H 2.03 -3.02 -3.87 0.132
H 5.15 0.18 5.24 0.111
N 3.65 -0.74 0.63 -0.023
N 0.91 -3.04 -1.59 0.196
C 0.79 -2.64 -0.36 -0.166
H 2.86 2.25 -0.74 0.101
C 0.46 4.08 1.79 -0.604
H -1.28 -1.39 -6.80 0.085
N 5.82 -0.67 -0.32 0.264
C 1.17 -3.72 -6.04 -0.036
O 0.74 1.14 1.70 -0.455
H -0.46 -2.26 6.08 0.121
H -0.03 6.16 2.12 0.104
H -2.03 -1.77 -1.56 0.094
C -4.25 1.75 -0.44 -0.039
N 4.46 1.17 -0.30 0.033
H -2.88 3.24 6.39 0.122
H 1.05 -4.14 -7.04 0.100
C -4.08 -1.89 -2.19 -0.102
H 2.48 3.35 2.22 0.025
C -1.20 1.94 6.72 -0.048
H 2.34 -1.27 -3.96 0.136
H -3.43 -1.23 0.58 0.114
H -1.04 1.15 -3.30 0.117
C -0.13 -0.36 -4.47 -0.094
H 1.64 3.98 3.63 0.092
N -0.43 -1.29 2.05 -0.027
C -4.66 -0.54 -4.10 -0.076
O -0.62 -2.69 -3.89 0.003
H -5.27 1.55 1.44 0.120
H 0.76 0.27 -4.51 0.121
C 0.68 4.32 0.30 -0.076
H -0.93 2.33 -0.81 0.092
H 2.49 -1.28 -6.23 0.085
H -2.25 -2.91 4.36 0.135
H -0.61 5.11 3.41 0.082
H 1.25 5.24 0.15 0.102
C 3.39 -0.56 4.52 -0.771
O 4.66 -2.76 0.80 0.187
C -4.32 1.71 0.95 -0.054
C -3.02 1.97 -1.06 -0.058
N 1.41 -1.37 3.82 -0.135
C 0.13 1.45 4.78 -0.120
H 5.20 1.72 -0.72 0.181
C 0.57 -2.31 -6.01 -0.519
H 1.23 3.50 -0.18 0.047
H -1.38 1.85 7.79 0.120
C -2.04 2.72 5.94 -0.043
Cl -6.63 -2.03 -3.02 0.722
C -3.17 1.89 1.71 -0.090
H -0.27 -3.78 5.19 0.109
C 1.53 -0.95 -1.42 -0.121
H -1.40 -2.79 -4.45 0.105
C -2.03 -2.39 3.44 0.057
C -0.76 -2.35 -6.78 -0.023
H -2.98 2.02 -2.13 0.104
S 3.34 0.60 3.20 0.725
H 1.11 -0.34 -6.83 0.088
N 3.78 -2.00 1.06 -0.373
H 3.44 2.49 0.79 0.077
N 1.36 -1.95 -2.26 -0.049
C -1.87 2.14 -0.30 -0.102
H 6.56 -0.13 -0.74 0.156
N 2.44 -1.43 4.73 0.027
N 4.44 -0.52 5.34 0.140
H -5.14 1.62 -1.04 0.123
H 6.00 -1.65 -0.12 0.121
C -0.47 5.18 2.33 -0.064
O 2.81 -2.29 1.82 -0.113
C 4.67 -0.11 0.00 -0.356
C 1.52 -1.34 -6.73 -0.030
C -2.40 -0.49 -3.24 -0.259
C -0.75 -1.94 3.19 -0.190
H 1.71 -1.71 -7.74 0.103
H 0.46 -3.28 0.43 0.135
C -0.11 1.32 6.15 -0.066
H -0.51 -0.20 -2.32 0.075
C -5.01 -1.44 -3.11 -0.670
H -5.40 -0.21 -4.82 0.118
C 0.31 -1.84 -4.53 -0.434
H -0.56 -2.63 -7.81 0.103
H -0.69 -0.11 -5.37 0.109
C -1.39 -1.04 1.15 -0.103
C 0.20 -2.82 5.40 0.027
C -1.92 2.11 1.10 -0.239
H -4.37 -2.61 -1.44 0.107
C -0.99 0.06 -3.27 -0.139
H 2.24 -3.73 -5.82 0.086
H -4.03 -2.50 2.66 0.141
H -2.46 3.49 4.00 0.108
Ta 1.60 -0.45 1.82 1.695
H 1.03 1.01 4.38 0.018
H -3.09 0.64 -4.93 0.129
H -1.44 -3.11 -6.38 0.096
H 0.58 0.75 6.76 0.111
H 0.66 -4.39 -5.34 0.098
H -1.12 -0.50 0.26 0.098
C -2.78 -1.40 -2.26 -0.068
H 1.88 0.03 -1.72 0.146
C 1.78 4.13 2.56 -0.071